CH5N3O | ωB97M-V with the def2-TZVPD basis set

Output
- LUMO: 0.68 eV
- SMILES: NNC(N)=O
- HOMO level: -9.40 eV
- Charge: 0
- F_max: 5.27 eV/Å

Cartesian coordinates (Å):
1 N 1.2754 0.9859 -0.2795
2 N 0.0547 0.8817 0.4647
3 C -0.4491 -0.3046 0.1042
4 N -0.0252 -0.8725 -1.0058
5 O -1.2421 -0.8855 0.8288
6 H 1.3624 1.9278 -0.3724
7 H 2.1078 0.4367 0.1844
8 H 0.1531 1.0757 1.5261
9 H -0.8597 -1.2539 -1.5218
10 H 0.7332 -0.2407 -1.3275

Cartesian forces (eV/Å) of the 6 atoms listed first:
N 1.54 -2.32 2.19
N 2.66 1.55 1.62
C -3.17 -2.80 3.15
N -0.12 -0.41 -2.66
O -0.99 0.28 0.59
H 1.57 3.06 -0.49

***

C17H24N2O5 | ωB97M-V with the def2-TZVPD basis set

Output
- LUMO: 0.75 eV
- SMILES: CCOC(=O)CNC(=O)CNC(=O)c1ccc(OCC(C)C)cc1
- HOMO level: -8.67 eV
- Charge: 0
- F_max: 0.60 eV/Å

Cartesian coordinates (Å):
1 C -1.7924 0.0873 -3.5932
2 C -0.6432 0.6962 -4.3829
3 O 0.4645 -0.2070 -4.4787
4 C 1.2666 -0.2893 -3.4232
5 O 1.1352 0.3375 -2.4048
6 C 2.4053 -1.2791 -3.6598
7 N 3.0520 -1.5738 -2.4087
8 C 3.9017 -0.6628 -1.8754
9 O 4.4774 0.1912 -2.5121
10 C 4.0447 -0.8267 -0.3575
11 N 2.8250 -0.3753 0.2831
12 C 1.7179 -1.1491 0.3460
13 O 1.7172 -2.3164 -0.0267
14 C 0.5311 -0.5057 0.9596
15 C -0.2895 -1.2671 1.7829
16 C -1.4050 -0.7177 2.3861
17 C -1.7341 0.6147 2.1499
18 O -2.7944 1.2634 2.6880
19 C -3.6298 0.5787 3.6004
20 C -4.6833 1.5629 4.1143
21 C -4.0188 2.6712 4.9261
22 C -5.7258 0.8243 4.9480
23 C -0.9341 1.3693 1.2856
24 C 0.1863 0.8208 0.7033
25 H -2.6350 0.7727 -3.5917
26 H -2.1001 -0.8539 -4.0423
27 H -1.4847 -0.0940 -2.5660
28 H -0.9323 0.8936 -5.4168
29 H -0.3032 1.6210 -3.9061
30 H 2.0264 -2.1867 -4.1300
31 H 3.1337 -0.8002 -4.3225
32 H 2.5274 -2.1428 -1.7458
33 H 4.8828 -0.2312 0.0048
34 H 4.1915 -1.8807 -0.1080
35 H 2.7312 0.6141 0.4465
36 H -0.0355 -2.3023 1.9548
37 H -2.0116 -1.3345 3.0301
38 H -4.1197 -0.2677 3.0989
39 H -3.0379 0.1944 4.4425
40 H -5.1689 2.0098 3.2410
41 H -4.7538 3.4123 5.2299
42 H -3.2542 3.1621 4.3302
43 H -3.5532 2.2598 5.8196
44 H -6.2232 0.0573 4.3588
45 H -6.4777 1.5206 5.3100
46 H -5.2571 0.3488 5.8072
47 H -1.2201 2.3907 1.0893
48 H 0.7651 1.4086 0.0070

Cartesian forces (eV/Å) of the 6 atoms listed first:
C 0.38 0.01 -0.13
C -0.37 0.32 0.21
O 0.05 -0.19 -0.28
C 0.32 -0.20 0.05
O -0.18 0.12 0.03
C 0.09 0.23 0.14

***

C12H16IrN3O2S5 | ωB97M-V with the def2-TZVPD basis set

Output
- LUMO (spin up / spin down): -4.23 / -6.79 eV
- Multiplicity: 6
- HOMO level (spin up / spin down): -9.67 / -11.05 eV
- Charge: +1
- F_max: 2.33 eV/Å
- ⟨S²⟩: 8.77

Cartesian coordinates (Å):
1 Ir -0.1350 0.2774 -0.9153
2 S -4.1427 1.4263 -2.6186
3 C -2.8545 1.0900 -1.6221
4 S -2.5866 -0.5304 -1.1425
5 S -1.6822 2.2478 -1.1567
6 N -0.6069 -0.0827 1.3978
7 C 0.4330 -0.1152 2.4421
8 C 1.4278 1.0324 2.2493
9 C 2.8229 0.5700 1.8256
10 C 2.8661 -0.1613 0.4852
11 N 2.1685 0.5898 -0.5724
12 H -1.2254 0.7095 1.5802
13 H -1.1797 -0.9212 1.4826
14 H 0.9478 -1.0730 2.3746
15 H -0.0417 -0.0496 3.4278
16 H 1.5301 1.5998 3.1735
17 H 1.0179 1.7010 1.4874
18 H 3.2376 -0.0932 2.5872
19 H 3.4668 1.4491 1.7668
20 H 2.3868 -1.1403 0.5614
21 H 3.9193 -0.3119 0.2175
22 H 2.5070 0.2942 -1.4856
23 H 2.3761 1.5834 -0.4937
24 O 0.5146 1.1711 -3.0557
25 S -0.0117 -0.0465 -3.6570
26 O -1.4065 -0.0533 -3.9462
27 N 0.4054 -1.2397 -2.5625
28 C 1.3306 -2.0274 -3.0634
29 S 2.1017 -3.2361 -2.2119
30 C 1.6914 -1.7486 -4.4671
31 C 2.6025 -2.4264 -5.2658
32 C 2.8371 -1.9452 -6.5461
33 C 2.1743 -0.8247 -7.0295
34 C 1.2476 -0.1520 -6.2378
35 C 1.0317 -0.6324 -4.9696
36 H 3.1110 -3.3036 -4.8973
37 H 3.5584 -2.4450 -7.1726
38 H 2.3727 -0.4677 -8.0282
39 H 0.7256 0.7238 -6.5879

Cartesian forces (eV/Å) of the 6 atoms listed first:
Ir -0.40 0.31 2.28
S -0.34 0.04 -0.16
C 0.58 -0.24 0.68
S -0.11 0.29 -0.13
S -0.06 -0.27 -0.13
N -0.14 -0.17 -0.05

***

C23H39BrClIrN2O8Si | ωB97M-V with the def2-TZVPD basis set

Output
- LUMO (spin up / spin down): 3.80 / 3.80 eV
- Multiplicity: 5
- HOMO level (spin up / spin down): -2.32 / -3.53 eV
- Charge: -2
- F_max: 0.59 eV/Å
- ⟨S²⟩: 6.02

Cartesian coordinates (Å):
1 Ir -1.4212 -3.6749 0.3629
2 O 5.5376 -2.0395 0.1661
3 C 4.7674 -1.7824 -0.7732
4 O 4.9692 -1.1306 -1.8174
5 C 3.3300 -2.3495 -0.6257
6 C 2.4117 -2.2471 -1.6632
7 C 1.1160 -2.6950 -1.4749
8 N 0.7167 -3.2266 -0.3235
9 C 1.5958 -3.3716 0.6726
10 C 2.9072 -2.9431 0.5585
11 C 1.0623 -4.0327 1.9403
12 O 1.8285 -4.2844 2.8520
13 O -0.2119 -4.2725 1.9565
14 H 2.7264 -1.7928 -2.5935
15 H 0.3551 -2.6140 -2.2422
16 H 3.5985 -3.0631 1.3799
17 O -3.8675 -6.2276 -2.1203
18 Cl -2.9410 -6.4146 -1.0320
19 O -1.7807 -5.5504 -1.2507
20 O -2.4969 -7.7813 -1.0022
21 O -3.5680 -6.0649 0.2087
22 C 0.4268 4.5168 1.9557
23 C 0.3370 2.9994 2.1745
24 C -1.0620 2.6629 2.7108
25 C 1.3215 2.6233 3.2913
26 Si 0.7680 2.0160 0.5629
27 Br 0.0301 -0.0717 0.9292
28 C -0.2353 2.6481 -0.9686
29 C -0.3541 1.5643 -2.0534
30 C -1.6741 3.0085 -0.5761
31 C 0.4105 3.8951 -1.5925
32 C 2.6597 1.8755 0.2429
33 C 3.3805 3.2264 0.3622
34 C 2.9090 1.3256 -1.1717
35 C 3.3295 0.8787 1.2071
36 H 0.2661 5.0287 2.9114
37 H -0.3315 4.8794 1.2621
38 H 1.4038 4.8221 1.5793
39 H -1.2148 3.1913 3.6590
40 H -1.1660 1.5958 2.9021
41 H -1.8588 2.9623 2.0360
42 H 1.0179 3.1233 4.2180
43 H 2.3399 2.9344 3.0677
44 H 1.3253 1.5488 3.4791
45 H -0.8581 0.6743 -1.6774
46 H 0.6072 1.2591 -2.4536
47 H -0.9506 1.9636 -2.8816
48 H -2.1795 2.1735 -0.0865
49 H -2.2406 3.2445 -1.4838
50 H -1.7245 3.8813 0.0739
51 H 1.3967 3.6838 -2.0018
52 H 0.5095 4.7157 -0.8805
53 H -0.2177 4.2489 -2.4175
54 H 2.9520 3.9919 -0.2890
55 H 4.4258 3.0900 0.0694
56 H 3.3763 3.6090 1.3832
57 H 2.6400 2.0437 -1.9456
58 H 2.3602 0.3993 -1.3448
59 H 3.9626 1.0650 -1.2919
60 H 3.2419 1.1676 2.2531
61 H 4.3927 0.8041 0.9603
62 H 2.9143 -0.1222 1.1000
63 C -4.7154 -2.4107 0.4093
64 C -3.8590 -2.1091 -0.8273
65 C -3.8123 -0.5924 -1.0681
66 C -4.4488 -2.8161 -2.0529
67 N -2.5257 -2.5743 -0.5992
68 H -5.7445 -2.0713 0.2582
69 H -4.2994 -1.9070 1.2829
70 H -4.7208 -3.4851 0.5967
71 H -4.8159 -0.1850 -1.2163
72 H -3.2096 -0.3666 -1.9496
73 H -3.3533 -0.1021 -0.2067
74 H -5.4637 -2.4584 -2.2537
75 H -4.4754 -3.8928 -1.8980
76 H -3.8286 -2.6188 -2.9289

Cartesian forces (eV/Å) of the 6 atoms listed first:
Ir -0.01 0.39 0.04
O 0.09 0.04 0.15
C -0.12 -0.19 -0.01
O 0.02 0.12 -0.17
C 0.05 0.02 0.08
C -0.04 0.00 -0.01

***

Here are the calculated energy above the lowest of the compared OMol25 structures with the same formula, charge and spin numbers, same order: 107.8 42.5 170.0 0.0 (kJ/mol).
Here are the calculated calculated total energy numbers, same order: -280.56346 -1147.96745 -2876.49846 -5039.12203 (Ha).